1.
This record from OMol25 describes a cluster of 2 separate species, C2H4N2O2 in total at a distorted geometry. The level of theory is the ωB97M-V functional and the def2-TZVPD basis.

Structure (XYZ):
```
10
C2H4N2O2 | OMol25 | the ωB97M-V functional and the def2-TZVPD basis
C -0.393 1.033 0.064
C 0.813 0.182 0.086
N -2.926 0.562 0.010
N -2.034 -0.148 0.374
O -0.625 2.172 -0.109
O 2.018 0.898 0.061
H 0.729 -0.517 -0.761
H 0.811 -0.409 1.006
H -3.870 0.153 0.056
H 2.039 1.474 -0.714
```

Output
Energy above the lowest of the compared OMol25 structures with the same formula, charge and spin: 4.523 eV
Kohn-Sham gap: 8.6 eV
F_max: 3.05 eV Å⁻¹
Spin multiplicity: 1

=====

2.
This record from OMol25 describes the molecule C2H4N2O2 at a distorted geometry. The level of theory is the ωB97M-V functional and the def2-TZVPD basis.

Structure (XYZ):
```
10
C2H4N2O2 | OMol25 | the ωB97M-V functional and the def2-TZVPD basis
H 2.454 -0.448 -1.666
N 1.712 -0.830 -0.854
C 0.607 -0.387 -0.455
N 0.078 -0.833 0.677
O -1.242 -0.295 0.923
C -0.978 0.886 0.291
O 0.032 0.733 -0.730
H -0.129 -1.735 0.764
H -2.067 1.261 0.085
H -0.466 1.648 0.967
```

Output
SMILES: [H]/N=C1/NOCO1
Energy above the lowest of the compared OMol25 structures with the same formula, charge and spin: 5.293 eV
Kohn-Sham gap: 10.3 eV
F_max: 5.21 eV Å⁻¹
Spin multiplicity: 1

=====

3.
This record from OMol25 describes a structure of composition C2H4N2O2 at a distorted geometry. The level of theory is the ωB97M-V functional and the def2-TZVPD basis.

Structure (XYZ):
```
10
C2H4N2O2 | OMol25 | the ωB97M-V functional and the def2-TZVPD basis
C -0.013 -0.184 0.074
C 1.535 -0.036 0.167
H -1.346 -1.479 1.428
H 0.324 -2.442 0.035
H 2.053 -1.025 0.121
H -2.067 -0.570 -0.633
N -0.576 -1.515 0.144
N -0.766 0.837 -0.128
O 2.203 0.937 0.076
O -2.040 0.510 -0.390
```

Output
Energy above the lowest of the compared OMol25 structures with the same formula, charge and spin: 7.174 eV
Kohn-Sham gap: 8.7 eV
F_max: 5.55 eV Å⁻¹
Spin multiplicity: 1

=====

4.
This record from OMol25 describes a cluster of 2 separate species, C2H4N2O2 in total at a distorted geometry. The level of theory is the ωB97M-V functional and the def2-TZVPD basis.

Structure (XYZ):
```
10
C2H4N2O2 | OMol25 | the ωB97M-V functional and the def2-TZVPD basis
C -1.644 -0.675 -0.378
C 1.987 0.033 0.537
N -1.476 1.783 0.002
N -1.106 0.737 -0.465
O -2.379 -1.047 0.521
O 1.592 -0.752 -0.222
H -1.067 -1.415 -1.074
H 1.703 1.092 0.579
H 2.544 -0.285 1.363
H -0.153 0.531 -0.862
```

Output
Energy above the lowest of the compared OMol25 structures with the same formula, charge and spin: 1.089 eV
Kohn-Sham gap (spin up / spin down): 8.0 / 10.1 eV
F_max: 8.35 eV Å⁻¹
Spin multiplicity: 3

=====

5.
This record from OMol25 describes the molecule C2H4N2O2 at a distorted geometry. The level of theory is the ωB97M-V functional and the def2-TZVPD basis.

Structure (XYZ):
```
10
C2H4N2O2 | OMol25 | the ωB97M-V functional and the def2-TZVPD basis
C -1.985 -0.624 -0.009
C 0.952 -0.060 -0.028
N -1.627 0.584 -0.024
N 2.061 0.662 0.072
O 0.713 -1.216 -0.055
O -0.312 0.950 -0.247
H -3.086 -0.610 0.285
H -1.501 -1.500 -0.167
H 2.888 0.228 -0.297
H 1.898 1.586 0.470
```

Output
Energy above the lowest of the compared OMol25 structures with the same formula, charge and spin: 2.935 eV
Kohn-Sham gap (spin up / spin down): 5.7 / 7.7 eV
F_max: 9.85 eV Å⁻¹
Spin multiplicity: 3

=====

6.
This record from OMol25 describes the molecule C2H4N2O2S at a distorted geometry. The level of theory is the ωB97M-V functional and the def2-TZVPD basis.

Structure (XYZ):
```
11
C2H4N2O2S | OMol25 | the ωB97M-V functional and the def2-TZVPD basis
N -0.117 0.886 -2.283
C 0.681 0.188 -1.380
O 1.628 -0.491 -1.600
N 0.276 0.186 0.015
O 1.420 -0.145 0.799
C -0.995 0.050 0.454
S -1.406 -0.392 1.989
H 0.218 0.834 -3.228
H -0.628 1.721 -2.105
H 0.937 -0.460 1.668
H -1.650 0.326 -0.325
```

Output
SMILES: NC(=O)N(O)C=S
Energy above the lowest of the compared OMol25 structures with the same formula, charge and spin: 1.865 eV
Kohn-Sham gap: 9.4 eV
F_max: 3.55 eV Å⁻¹
Spin multiplicity: 1

=====

7.
This record from OMol25 describes a cluster of 2 separate species, C2H4N2O2S in total at a distorted geometry. The level of theory is the ωB97M-V functional and the def2-TZVPD basis.

Structure (XYZ):
```
11
C2H4N2O2S | OMol25 | the ωB97M-V functional and the def2-TZVPD basis
C 0.939 -1.112 -0.360
C 1.835 -0.458 0.674
N 2.240 0.718 0.598
N -1.934 0.857 -0.783
O 0.435 -2.165 -0.144
O -3.760 0.704 0.858
S -2.941 -0.020 -0.141
H 0.801 -0.549 -1.441
H 2.251 -1.153 1.531
H 2.071 1.336 -0.221
H -1.938 1.841 -0.572
```

Output
Energy above the lowest of the compared OMol25 structures with the same formula, charge and spin: 2.938 eV
Kohn-Sham gap: 9.0 eV
F_max: 3.08 eV Å⁻¹
Spin multiplicity: 1

=====

8.
This record from OMol25 describes a cluster of 3 separate species, C2H4N2O2S in total at a distorted geometry. The level of theory is the ωB97M-V functional and the def2-TZVPD basis.

Structure (XYZ):
```
11
C2H4N2O2S | OMol25 | the ωB97M-V functional and the def2-TZVPD basis
C -0.150 0.020 -0.053
C 0.623 -1.216 0.194
H 2.354 2.087 0.461
H -0.287 2.182 -0.046
H -0.378 -2.224 0.947
H -3.053 -1.088 -0.225
N 0.380 1.318 0.201
N -1.385 0.022 -0.163
O 1.694 1.489 -0.575
O -2.108 -1.125 -0.487
S 2.311 -1.466 -0.254
```

Output
Energy above the lowest of the compared OMol25 structures with the same formula, charge and spin: 9.806 eV
Kohn-Sham gap: 7.5 eV
F_max: 6.83 eV Å⁻¹
Spin multiplicity: 1

=====

9.
This record from OMol25 describes a cluster of 2 separate species, C2H4N2O2S in total at a distorted geometry. The level of theory is the ωB97M-V functional and the def2-TZVPD basis.

Structure (XYZ):
```
11
C2H4N2O2S | OMol25 | the ωB97M-V functional and the def2-TZVPD basis
C 0.954 0.045 -0.166
C 0.603 -1.118 -0.910
N 1.631 -1.306 -0.201
N 0.368 0.531 0.998
O -2.613 0.167 1.068
O -1.741 0.284 -1.268
S -1.970 0.936 0.025
H 1.472 0.816 -0.794
H 0.088 -1.489 -1.741
H 0.280 -0.269 1.693
H 0.928 1.403 1.296
```

Output
Energy above the lowest of the compared OMol25 structures with the same formula, charge and spin: 3.103 eV
Kohn-Sham gap: 9.0 eV
F_max: 3.15 eV Å⁻¹
Spin multiplicity: 1

=====

10.
This record from OMol25 describes the molecule C2H4N2O3 at a distorted geometry. The level of theory is the ωB97M-V functional and the def2-TZVPD basis.

Structure (XYZ):
```
11
C2H4N2O3 | OMol25 | the ωB97M-V functional and the def2-TZVPD basis
O -1.774 1.598 -1.707
N -1.429 1.798 -0.355
C -0.618 0.934 0.088
O 0.026 0.038 -0.841
C 0.715 -0.962 -0.317
N 0.772 -1.084 0.911
O 1.752 -1.953 1.351
H -2.261 2.563 -1.770
H -0.260 0.696 1.039
H 1.485 -1.549 -0.831
H 1.591 -2.077 2.432
```

Output
SMILES: O/N=C\O/C=N/O
Energy above the lowest of the compared OMol25 structures with the same formula, charge and spin: 6.321 eV
Kohn-Sham gap: 10.1 eV
F_max: 4.87 eV Å⁻¹
Spin multiplicity: 1

=====

11.
This record from OMol25 describes the molecule C2H4N2O3 at a distorted geometry. The level of theory is the ωB97M-V functional and the def2-TZVPD basis.

Structure (XYZ):
```
11
C2H4N2O3 | OMol25 | the ωB97M-V functional and the def2-TZVPD basis
O -1.660 -1.686 0.873
C -1.116 -0.761 0.378
N -1.454 0.201 -0.555
N -0.586 0.713 0.582
C 0.747 0.623 0.204
O 0.921 -0.958 0.515
O 1.104 0.840 -1.093
H -2.390 0.567 -0.398
H 1.376 1.142 0.930
H 0.993 -1.531 -0.263
H 2.066 0.851 -1.173
```

Output
SMILES: O=C1NN1C(O)O
Energy above the lowest of the compared OMol25 structures with the same formula, charge and spin: 5.291 eV
Kohn-Sham gap: 10.0 eV
F_max: 3.85 eV Å⁻¹
Spin multiplicity: 1

=====

12.
This record from OMol25 describes a cluster of 2 separate species, C2H4N2O4 in total at a distorted geometry. The level of theory is the ωB97M-V functional and the def2-TZVPD basis.

Structure (XYZ):
```
12
C2H4N2O4 | OMol25 | the ωB97M-V functional and the def2-TZVPD basis
N -1.560 -1.065 -1.615
C -1.021 -0.518 -0.507
O -0.583 -1.116 0.446
O -1.043 0.836 -0.605
O -0.381 1.470 0.463
H -1.881 -0.481 -2.367
H -1.725 -2.055 -1.632
H -0.009 0.753 1.187
N 1.621 0.473 1.764
C 2.169 0.792 0.724
O 2.696 1.274 -0.182
H 1.715 -0.361 2.323
```

Output
SMILES: NC(=O)OO.N=C=O
Energy above the lowest of the compared OMol25 structures with the same formula, charge and spin: 1.605 eV
Kohn-Sham gap: 10.7 eV
F_max: 3.16 eV Å⁻¹
Spin multiplicity: 1

=====

13.
This record from OMol25 describes a structure of composition C2H4N2O4 at a distorted geometry. The level of theory is the ωB97M-V functional and the def2-TZVPD basis.

Structure (XYZ):
```
12
C2H4N2O4 | OMol25 | the ωB97M-V functional and the def2-TZVPD basis
C 0.603 0.927 -0.169
C -0.925 0.854 0.121
N -4.085 0.172 0.061
N -1.352 -0.243 -0.350
O -4.848 -0.755 0.292
O -4.238 1.294 -0.403
O -2.534 -0.741 -0.148
O 1.303 0.176 0.822
H 0.546 0.480 -1.101
H 0.922 1.938 -0.272
H -1.449 1.708 0.584
H 2.147 0.630 0.959
```

Output
Energy above the lowest of the compared OMol25 structures with the same formula, charge and spin: 7.109 eV
Kohn-Sham gap (spin up / spin down): 8.6 / 8.7 eV
F_max: 3.66 eV Å⁻¹
Spin multiplicity: 1

=====

14.
This record from OMol25 describes a structure of composition C2H4N2O4 at a distorted geometry. The level of theory is the ωB97M-V functional and the def2-TZVPD basis.

Structure (XYZ):
```
12
C2H4N2O4 | OMol25 | the ωB97M-V functional and the def2-TZVPD basis
C 0.509 -0.308 0.037
C -1.953 -0.950 -0.120
H -1.514 2.152 -0.379
H 0.897 1.856 0.620
H -2.395 -1.438 -1.019
H 3.486 -1.010 0.681
N 0.183 1.009 0.533
N 1.602 -1.034 -0.069
O -0.641 1.222 -0.717
O -0.503 -0.987 -0.425
O -2.475 -0.376 0.758
O 2.804 -0.136 0.100
```

Output
Energy above the lowest of the compared OMol25 structures with the same formula, charge and spin: 7.626 eV
Kohn-Sham gap: 8.9 eV
F_max: 8.44 eV Å⁻¹
Spin multiplicity: 1

=====

15.
This record from OMol25 describes a structure of composition C2H4N2O4Sn at a distorted geometry. The level of theory is the ωB97M-V functional and the def2-TZVPD basis.

Structure (XYZ):
```
13
C2H4N2O4Sn | OMol25 | the ωB97M-V functional and the def2-TZVPD basis
Sn 1.962 -0.925 0.636
C 3.025 -2.076 -2.111
O 2.884 -2.867 -1.089
O 2.291 -1.015 -2.188
O 3.998 -2.280 -2.860
C -1.245 1.083 0.836
O -0.040 1.121 0.548
N -1.756 1.052 2.099
N -2.208 1.340 -0.113
H -1.038 0.969 2.798
H -2.706 1.306 2.281
H -2.014 1.040 -1.054
H -3.154 1.252 0.216
```

Output
Energy above the lowest of the compared OMol25 structures with the same formula, charge and spin: 0.000 eV
Kohn-Sham gap: 4.8 eV
F_max: 4.74 eV Å⁻¹
Spin multiplicity: 1

=====

16.
This record from OMol25 describes the molecule C2H4N2OS at a distorted geometry. The level of theory is the ωB97M-V functional and the def2-TZVPD basis.

Structure (XYZ):
```
10
C2H4N2OS | OMol25 | the ωB97M-V functional and the def2-TZVPD basis
H 1.210 1.155 -0.976
N 0.635 0.761 -1.681
C -0.550 0.438 -1.319
N -0.997 0.440 0.027
S 0.061 0.731 1.237
C 0.807 -0.872 1.428
O 0.578 -1.846 0.746
H -1.387 0.204 -2.076
H -1.812 -0.071 0.232
H 1.454 -0.942 2.382
```

Output
SMILES: [H]/N=C\NSC=O
Energy above the lowest of the compared OMol25 structures with the same formula, charge and spin: 2.039 eV
Kohn-Sham gap: 10.2 eV
F_max: 3.03 eV Å⁻¹
Spin multiplicity: 1

=====

17.
This record from OMol25 describes the molecule C2H4N2OS at a distorted geometry. The level of theory is the ωB97M-V functional and the def2-TZVPD basis.

Structure (XYZ):
```
10
C2H4N2OS | OMol25 | the ωB97M-V functional and the def2-TZVPD basis
C 2.723 -0.033 0.066
N 1.462 -0.336 -0.114
O 0.599 0.662 0.065
C -0.749 0.386 -0.067
N -1.454 1.501 -0.093
S -1.215 -1.225 0.012
H 3.304 -0.922 0.084
H 3.012 1.082 0.024
H -1.170 2.507 -0.054
H -2.400 1.365 0.689
```

Output
SMILES: C=NOC(N)=S
Energy above the lowest of the compared OMol25 structures with the same formula, charge and spin: 4.512 eV
Kohn-Sham gap: 8.5 eV
F_max: 6.97 eV Å⁻¹
Spin multiplicity: 1

=====

18.
This record from OMol25 describes the molecule C2H4N2OS at a distorted geometry. The level of theory is the ωB97M-V functional and the def2-TZVPD basis.

Structure (XYZ):
```
10
C2H4N2OS | OMol25 | the ωB97M-V functional and the def2-TZVPD basis
O -3.755 -0.662 -0.089
N -2.562 -0.426 -0.074
N -1.604 -1.307 -0.108
C -0.336 -0.672 0.231
C -0.453 0.778 -0.333
S -1.986 1.250 0.158
H 0.563 -1.079 -0.329
H -0.150 -0.649 1.345
H 0.396 1.324 0.082
H -0.409 0.565 -1.378
```

Output
SMILES: [O-][N+]1=NCCS1
Energy above the lowest of the compared OMol25 structures with the same formula, charge and spin: 4.314 eV
Kohn-Sham gap: 10.1 eV
F_max: 3.27 eV Å⁻¹
Spin multiplicity: 1

=====

19.
This record from OMol25 describes the molecule C2H4N2OS at a distorted geometry. The level of theory is the ωB97M-V functional and the def2-TZVPD basis.

Structure (XYZ):
```
10
C2H4N2OS | OMol25 | the ωB97M-V functional and the def2-TZVPD basis
C 0.799 1.022 -0.199
N 1.506 -0.002 -0.448
O 0.774 -1.215 -0.578
C -0.369 -1.326 0.200
S -1.606 -0.101 -0.509
N -0.583 1.179 -0.178
H 1.327 1.985 -0.151
H -0.732 -2.296 0.033
H -0.212 -1.139 1.308
H -0.904 1.892 0.523
```

Output
SMILES: C1=NOCSN1
Energy above the lowest of the compared OMol25 structures with the same formula, charge and spin: 3.636 eV
Kohn-Sham gap: 9.3 eV
F_max: 2.23 eV Å⁻¹
Spin multiplicity: 1

=====

20.
This record from OMol25 describes the molecule C2H4N2OS at a distorted geometry. The level of theory is the ωB97M-V functional and the def2-TZVPD basis.

Structure (XYZ):
```
10
C2H4N2OS | OMol25 | the ωB97M-V functional and the def2-TZVPD basis
N -1.815 0.546 0.299
N -1.313 -0.645 -0.082
C -0.050 -0.755 -0.413
C 0.883 0.357 -0.250
O 0.543 1.491 -0.435
S 2.630 0.100 0.152
H -1.191 1.309 0.214
H -2.673 0.536 0.901
H 0.281 -1.692 -0.820
H 2.706 -1.246 0.434
```

Output
SMILES: N/N=C\C(=O)S
Energy above the lowest of the compared OMol25 structures with the same formula, charge and spin: 2.421 eV
Kohn-Sham gap: 9.4 eV
F_max: 2.22 eV Å⁻¹
Spin multiplicity: 1